Here is 2 unconnected molecules or ions with the total composition C33H36BF3O4S at a distorted geometry from the Open Molecules 2025 dataset. Energies are from ωB97M-V with the def2-TZVPD basis set.

Structure (ORCA input):
```
! RIJCOSX wB97M-V def2-TZVPD def2/J DEFGRID3
* xyz 0 1
S 2.04271 -1.40588 -2.74219
F -0.04055 -7.77098 0.90618
F -1.53799 -6.37433 1.71758
F -1.76391 -7.17270 -0.32075
O 0.01602 -2.36283 4.85316
O 0.71640 2.69320 1.16918
O -0.94509 2.82662 -0.47378
O -4.56627 0.37530 -3.18978
C 0.25272 -1.78204 3.64376
C 3.49931 0.96264 -3.19340
C 0.10999 -1.55372 6.04529
C -5.79554 0.76545 -2.51968
C -2.34732 0.00836 -0.30271
C 0.98430 3.42501 -1.79947
C -3.52647 -0.04396 -1.02618
C -0.23586 4.82648 1.67008
C -1.05994 0.13997 -2.33879
C 1.09348 -5.18621 0.75963
C -0.77856 5.08938 -1.22391
C 2.06524 -2.10150 -1.13164
C 1.38910 -3.33429 -0.78009
C 0.66436 4.06471 0.69804
C 0.13677 0.34294 -0.10467
C 1.82932 -4.09748 0.32484
C -0.00507 3.89711 -0.72205
C 3.50817 -0.26498 -0.95106
C 3.06721 -0.10159 -2.25798
C -0.49117 -4.84517 -1.05424
C -1.09044 0.11057 -0.93386
C -0.84709 -6.71404 0.57737
C -0.05691 -5.54560 0.06656
C -2.21734 0.08347 -3.08639
C -0.34636 -2.38070 2.51089
C 1.02181 0.02569 2.23736
C 2.05378 4.65756 0.71633
C 0.24106 -3.74850 -1.48509
C 2.95120 -1.40449 -0.31840
C 1.00753 -0.59814 3.47710
C -0.40460 -1.68326 1.32088
C -3.46999 0.10031 -2.43136
C 0.22981 -0.43475 1.16615
B -0.25416 2.04273 0.43527
H 2.74830 -3.82172 0.84299
H -0.22470 5.89949 1.44774
H 1.54515 -0.16414 4.32405
H -1.27167 4.46341 1.63123
H -0.07968 -3.19998 -2.37274
H -0.09309 0.23372 -2.83847
H -5.66084 1.69112 -1.93496
H 4.20878 1.61773 -2.67475
H 2.44951 4.65226 1.73909
H -2.19783 0.11273 -4.17456
H -1.38434 -5.15988 -1.58574
H 4.21171 0.42247 -0.48210
H -6.49244 0.93294 -3.34225
H 1.06965 0.40365 -0.67470
H 1.41027 -5.75467 1.63119
H 0.13624 4.68135 2.69116
H -1.27081 4.85330 -2.17368
H -2.40083 0.00796 0.78544
H 3.16278 -1.69954 0.70551
H 3.99481 0.52543 -4.06976
H 1.60374 4.25409 -2.16798
H 0.42437 3.01857 -2.65440
H -0.31047 -2.19233 6.81896
H -1.54217 5.40504 -0.50673
H 2.65337 1.56859 -3.54435
H -0.82247 -3.35380 2.61525
H 1.16075 -1.32259 6.26530
H -6.17315 -0.03384 -1.86231
H 1.64309 0.90763 2.10699
H -0.08545 5.92126 -1.39652
H 2.01664 5.70211 0.37970
H -0.47321 -0.62422 5.95705
H 2.74502 4.10777 0.06781
H 1.65448 2.63140 -1.43083
H -0.96383 -2.10617 0.48423
H -4.49134 -0.11152 -0.51502
*
```

For the HOMO-LUMO gap, the calculation gives 7.40 eV. For the total energy, the calculation gives -62661.167 eV. The value obtained for the LUMO energy is 0.006 hartree. The value obtained for the highest occupied orbital energy is -7.24 eV. The value obtained for the molar mass is 596.52 g/mol.

Löwdin atomic charge list, values in e, 8 entries:
1. S 1.1006
2. F 0.1136
3. F 0.1093
4. F 0.1157
5. O -0.1052
6. O 0.1135
7. O 0.1332
8. O -0.1027

---

Here is a molecular structure, C33H36BIrN9OSi from the Open Molecules 2025 dataset. Energies are from ωB97M-V with the def2-TZVPD basis set.

Structure (ORCA input):
```
! RIJCOSX wB97M-V def2-TZVPD def2/J DEFGRID3
* xyz 2 6
Ir 0.65465 -0.31739 -0.09439
Si 1.95440 -1.90696 -1.64478
O -1.08654 -0.21059 -1.57768
N 0.41199 1.80359 -0.22068
N 1.74273 0.36516 1.75625
N -1.12104 0.44328 2.14010
N -1.91878 0.81576 -1.77927
N -0.88228 2.65451 3.22952
N 1.18325 1.36537 2.48758
N -2.04083 3.29852 2.89483
N -0.23701 2.44928 0.78579
N -0.86713 -0.60287 1.31032
C 0.58643 2.65642 -1.24114
C -3.83256 4.52114 4.04321
C -2.74730 1.20841 -0.79490
C -1.71193 -2.87825 0.83642
C -2.57371 -1.16679 2.60715
C -1.92399 1.40674 -2.98945
C -1.73885 -1.59113 1.58140
C 1.08247 -4.45724 -0.87840
C 2.37042 -6.05750 0.35841
C 3.95358 -0.72186 1.49580
C -0.01056 -1.99095 -3.82784
C -1.75624 3.36089 5.12787
C 3.40943 -5.14138 0.47732
C -3.61457 2.91017 -2.22607
C -2.77589 2.45760 -3.23681
C 0.04672 3.88649 -0.87996
C -0.72135 2.65570 4.58177
C 1.98853 -2.83055 -5.57572
C -0.44765 3.71543 0.40514
C 1.29407 2.23806 -2.48370
C 3.32085 1.26098 3.05014
C -2.56094 3.74236 4.02594
C -3.59844 2.27371 -0.99536
C 0.68013 -2.69364 -6.02250
C 3.28110 -3.87685 -0.06912
C 3.04172 0.28906 2.09473
C 2.12468 1.92452 3.25770
C -2.14749 0.11375 2.93212
C -0.31568 -2.27603 -5.14808
C 2.29259 -2.54574 -4.25625
C 1.20671 -5.71751 -0.32448
C 1.29718 -2.11726 -3.36136
C 2.11623 -3.51538 -0.75632
B -0.27731 1.76682 2.19347
H -3.89284 5.13956 4.93650
H -4.23958 2.58491 -0.18314
H -1.39108 -2.72041 -0.19447
H 2.76268 -3.15801 -6.25593
H -2.69421 0.63944 0.11521
H 0.03922 4.79076 -1.46355
H -2.77457 2.91245 -4.21664
H -1.23571 0.98180 -3.70565
H 4.32083 -5.42148 0.98808
H 4.26191 1.44796 3.53704
H 2.47273 -7.04453 0.78941
H 4.10562 -3.17888 0.00916
H 4.84681 -0.83058 2.10699
H 4.26992 -0.42746 0.49398
H 0.18734 -4.20841 -1.43958
H 0.95424 1.25671 -2.82748
H 3.23185 -1.14259 -1.65052
H -0.79153 -1.67381 -3.14627
H 0.43367 -2.91505 -7.05211
H 1.89138 2.75734 3.90028
H -1.33318 -2.18325 -5.50426
H -4.28189 3.74243 -2.40280
H -2.51245 0.81081 3.67023
H -0.94132 4.39642 1.07644
H -1.91585 3.58262 6.16906
H 0.41131 -6.44230 -0.43409
H -2.70227 -3.32834 0.82120
H 0.10470 2.15366 5.05890
H 1.13197 2.96048 -3.28061
H -3.37892 -1.71899 3.05969
H 3.31841 -2.65600 -3.91634
H -3.89799 5.17048 3.17176
H 2.36930 2.17365 -2.30768
H -4.69723 3.85623 4.04030
H -1.02535 -3.58406 1.30708
H 3.46033 -1.69142 1.44108
*
```

The expectation value of S² is 8.77. For the HOMO-LUMO gap (alpha / beta), the calculation gives 8.34 / 5.22 eV. For the total energy, the calculation gives -61640.324 eV. The value obtained for the LUMO energy (alpha / beta) is -0.197 / -0.322 hartree. The value obtained for the highest occupied orbital energy (alpha / beta) is -13.71 / -14.00 eV. The value obtained for the molar mass is 805.83 g/mol.

Löwdin atomic charge list, values in e, 8 entries:
1. Ir 1.5510
2. Si 0.6485
3. O -0.2792
4. N -0.0798
5. N -0.0501
6. N 0.0273
7. N -0.1529
8. N -0.0246

---

Here is 2 unconnected molecules or ions with the total composition C33H36Cl2NOSi at a distorted geometry from the Open Molecules 2025 dataset. Energies are from ωB97M-V with the def2-TZVPD basis set.

Structure (ORCA input):
```
! RIJCOSX wB97M-V def2-TZVPD def2/J DEFGRID3
* xyz 1 1
Cl 3.65446 2.56916 -5.39778
Cl -6.37953 1.98221 -5.31912
Si 1.98574 -1.80131 -0.11832
O 0.91625 -0.99702 0.82709
N 0.42468 1.62102 0.92525
C 1.55447 -0.78000 3.09813
C 0.39385 -0.62254 2.07170
C 2.76561 -2.05934 4.76646
C -1.67018 2.55225 1.29789
C 2.31642 -3.48274 0.53936
C 1.59749 3.20246 -3.73458
C 1.86713 0.86869 -4.36040
C -0.80078 -1.50937 2.40898
C -2.53156 1.46459 -2.95739
C -4.92756 1.78380 -4.44177
C 1.08913 -1.87225 -1.75228
C -0.03996 1.56497 -2.97579
C 2.30199 2.19920 -4.42555
C -1.18951 -1.71380 3.74255
C 3.85065 -0.21971 3.63784
C 2.63209 0.11179 3.02809
C -0.18707 2.93531 1.11125
C 0.68258 0.58333 -3.70085
C 1.67009 -1.92007 3.91199
C -2.15570 -2.67947 4.04225
C -1.27416 1.22029 -2.30576
C -0.14089 0.81574 1.94683
C -2.59887 -2.93041 1.66335
C -4.68808 0.59810 -3.73000
C -3.96893 2.81465 -4.41467
C -1.53188 -2.08061 1.37188
C -1.65791 1.07472 1.76366
C 3.53112 -0.74006 -0.34655
C -3.55073 0.47208 -2.94438
C -2.77362 2.63415 -3.73191
C 3.89057 -1.25927 4.57712
C 0.45237 2.89208 -3.00582
C -2.86684 -3.27710 2.99253
H -1.99651 3.39300 -3.79553
H -5.39944 -0.22188 -3.78205
H -1.25712 0.43902 -1.54251
H 0.89095 -2.68251 3.91538
H -3.19530 -3.33534 0.84415
H -2.33201 -2.95414 5.09081
H -2.19898 2.66395 0.34785
H 3.27896 0.29571 -0.62059
H 4.12395 -0.71403 0.57846
H -0.68245 -1.17850 4.55088
H 0.02786 3.60454 0.27340
H -4.17335 3.73347 -4.95176
H 1.39417 -3.93516 0.91456
H -2.12462 0.41230 1.02479
H 2.50995 1.03958 2.47247
H 1.74746 -2.06806 -2.60705
H -1.26745 -1.85592 0.34621
H 1.43000 1.58457 0.78747
H 4.15400 -1.15524 -1.15659
H 0.18307 3.43767 2.03536
H 0.66680 -0.86904 -1.86538
H -2.19176 3.16219 2.04382
H 2.73360 -2.83305 5.53612
H 3.04534 -3.46311 1.35363
H -2.12789 0.93133 2.72924
H 1.95863 4.22137 -3.79145
H 0.25693 -2.58669 -1.78138
H 2.70612 -4.12213 -0.26304
H -0.07576 3.67964 -2.47742
H 0.26404 -0.41696 -3.75698
H 4.75539 0.32879 3.37146
H 2.41610 0.06122 -4.83237
H 4.79815 -1.46126 5.13622
H 0.07264 1.27848 2.94061
H -3.64963 -4.00116 3.22778
H -3.38470 -0.42816 -2.35787
*
```

For the HOMO-LUMO gap, the calculation gives 4.79 eV. For the total energy, the calculation gives -71258.754 eV. The value obtained for the LUMO energy is -0.225 hartree. The value obtained for the highest occupied orbital energy is -10.91 eV. The value obtained for the molar mass is 561.65 g/mol.

Löwdin atomic charge list, values in e, 8 entries:
1. Cl 0.7446
2. Cl 0.7946
3. Si 0.3819
4. O -0.1571
5. N -0.0171
6. C -0.1263
7. C -0.3416
8. C -0.0655

---

Relative energy (zero: lowest compared OMol25 entry of this formula, charge and spin) across the listed records, respectively: 0.000; 0.000; 2.117 eV.